Record 1
One molecule with the formula C6H10O, computed with ωB97M-V/def2-TZVPD.

Summary:
SMILES ... C[C@]1(O)C[C@@H]2C[C@@H]21
Orbital gap ... 10.74 eV
LUMO level ... 1.0 eV
Relative energy (zero: lowest compared OMol25 entry of this formula, charge and spin) ... 33.4 kcal/mol

ORCA input file:
```
! RIJCOSX wB97M-V def2-TZVPD def2/J DEFGRID3
* xyz 0 1
C 1.031 0.206 -1.510
C 0.700 -0.239 -0.104
O 1.878 -0.751 0.480
C -0.507 -1.218 0.059
C -1.133 -0.191 0.987
C -1.300 1.155 0.277
C 0.019 0.773 0.853
H 1.638 1.115 -1.490
H 0.118 0.404 -2.081
H 1.584 -0.589 -2.017
H 1.629 -1.081 1.355
H -1.122 -1.452 -0.816
H -0.187 -2.165 0.514
H -1.618 -0.438 1.931
H -1.280 1.349 -0.800
H -2.000 1.822 0.766
H 0.571 1.329 1.604
*
```

=====

Record 2
C6H10O as an isolated structure, computed with ωB97M-V/def2-TZVPD.

Summary:
Orbital gap ... 8.69 eV
LUMO level ... 1.0 eV
Relative energy (zero: lowest compared OMol25 entry of this formula, charge and spin) ... 103.4 kcal/mol

ORCA input file:
```
! RIJCOSX wB97M-V def2-TZVPD def2/J DEFGRID3
* xyz 0 1
C 0.769 1.939 0.368
C 0.390 0.748 -0.488
O 1.365 -0.270 -0.270
C 1.130 -1.384 -0.987
C -0.997 -1.354 -0.309
C -0.919 -0.817 1.075
C -0.961 0.115 -0.101
H 1.755 2.321 0.084
H 0.793 1.646 1.423
H 0.031 2.740 0.245
H 0.364 1.011 -1.556
H -0.017 -1.531 -1.281
H 1.571 -2.228 -0.437
H -1.861 -1.893 -0.690
H 0.024 -0.884 1.621
H -1.813 -0.906 1.687
H -1.837 0.730 -0.298
*
```

=====

Record 3
One molecule with the formula C6H10O, computed with ωB97M-V/def2-TZVPD.

Summary:
SMILES ... C[C@H]1C[C@H]2OC[C@@H]12
Orbital gap ... 10.58 eV
LUMO level ... 0.9 eV
Relative energy (zero: lowest compared OMol25 entry of this formula, charge and spin) ... 107.3 kcal/mol

ORCA input file:
```
! RIJCOSX wB97M-V def2-TZVPD def2/J DEFGRID3
* xyz 0 1
C 1.825 -0.358 -0.308
C 0.719 0.157 0.553
C 0.157 1.226 -0.374
C -1.351 0.830 0.104
O -1.945 -0.115 -0.822
C -1.466 -1.242 -0.055
C -0.719 -0.328 0.907
H 2.709 -0.799 0.143
H 2.200 0.829 -0.700
H 1.442 -0.948 -1.159
H 1.152 0.583 1.469
H 1.277 1.898 -0.555
H 0.138 0.915 -1.418
H -2.097 1.543 0.462
H -0.860 -1.946 -0.642
H -2.292 -1.790 0.419
H -0.890 -0.456 1.976
*
```

=====

Record 4
A 2-piece molecular cluster, C6H10O overall, computed with ωB97M-V/def2-TZVPD.

Summary:
Orbital gap (spin up / spin down) ... 8.26 / 7.98 eV
LUMO level (spin up / spin down) ... 0.2 / 0.5 eV
Relative energy (zero: lowest compared OMol25 entry of this formula, charge and spin) ... 123.2 kcal/mol

ORCA input file:
```
! RIJCOSX wB97M-V def2-TZVPD def2/J DEFGRID3
* xyz 0 1
C 2.465 -0.043 0.320
C 1.168 -0.440 -0.393
C -0.041 -0.135 0.444
C -2.107 -0.491 -1.031
O -0.092 -0.915 1.559
C -0.696 1.084 0.415
C -1.695 1.708 0.006
H 3.337 -0.296 -0.291
H 2.551 -0.565 1.277
H 2.483 1.035 0.516
H 1.172 -1.515 -0.601
H 1.079 0.084 -1.350
H -2.337 -0.476 0.013
H -1.375 0.101 -1.539
H -2.712 -1.157 -1.651
H -0.820 -0.609 2.117
H -2.277 2.603 -0.110
*
```

=====

Look up the relative energy (zero: lowest compared OMol25 entry of this formula, charge and spin) of the second one. 103.4 kcal/mol